[1]
{"formula": "C26H44Br2ClF5N3O6P2", "method": "ωB97M-V/def2-TZVPD", "e_homo_ha": -0.3606, "multiplicity": 1, "max_force_ev_per_a": 1.94, "orbital_gap_ev": 5.80, "e_tot_ha": -8422.830467, "total_charge": 1, "e_lumo_ev": -4.01, "elements": ["C", "C", "H", "F", "N", "H", "H", "H", "H", "H", "H", "C", "H", "H", "H", "C", "H", "C", "C", "C", "C", "F", "C", "F", "C", "N", "H", "H", "C", "H", "C", "H", "H", "H", "H", "H", "C", "O", "F", "Br", "H", "H", "C", "H", "H", "C", "H", "C", "H", "Cl", "C", "C", "H", "C", "O", "F", "H", "P", "H", "C", "H", "H", "H", "H", "C", "H", "H", "Br", "H", "C", "H", "O", "O", "C", "H", "H", "H", "H", "P", "H", "O", "H", "O", "H", "C", "H", "N", "C", "C"], "xyz": [[-3.740, 2.708, -0.041], [0.732, -1.607, -0.119], [2.088, 1.992, 3.192], [1.109, -0.968, 6.099], [1.600, -5.966, -1.901], [-2.998, 0.394, -2.869], [1.972, -7.014, -3.723], [-5.771, 3.121, 0.003], [-1.162, 1.922, -0.505], [2.812, 1.163, -0.196], [1.703, -1.423, 0.326], [-0.274, -0.460, 0.054], [-2.065, 3.775, -2.620], [2.802, -1.945, -2.672], [0.025, 3.548, -1.456], [-0.670, 4.274, -1.036], [-2.045, -2.278, 0.736], [3.350, -6.654, -0.735], [3.396, -7.250, -2.025], [2.435, -1.799, 4.369], [0.260, -0.363, 4.010], [3.006, -2.498, 5.346], [2.948, 1.955, -3.109], [-1.327, 5.593, -2.890], [0.286, -0.683, 2.506], [-2.776, 2.008, 0.822], [4.145, -7.928, -2.398], [-2.658, -0.650, 3.549], [1.007, -1.417, 4.821], [2.757, 3.974, -3.818], [2.824, 2.967, -4.234], [0.082, 0.356, -0.579], [-0.380, 4.204, 1.067], [4.057, -6.789, 0.065], [-1.870, -2.259, 2.484], [1.517, -0.657, -4.206], [-0.366, 1.617, 1.449], [-5.101, 0.217, -1.179], [-4.333, 0.471, 1.409], [-0.054, -3.060, 4.886], [0.748, 0.579, 4.259], [0.749, -5.499, -2.151], [-1.790, 4.634, -1.999], [-3.451, -1.959, 1.764], [1.317, -0.499, 2.206], [-4.817, 3.322, 0.484], [-2.658, 5.059, -1.491], [2.305, -6.806, -2.721], [1.834, -5.246, 0.096], [-0.737, 2.448, 3.045], [-1.340, 2.327, 0.494], [-2.382, -1.792, 1.642], [-2.047, 4.400, 0.621], [1.835, -0.160, -3.285], [-2.541, 0.129, 2.997], [2.411, -2.582, 3.296], [2.174, 2.112, -2.346], [-3.580, -0.150, -0.916], [-0.092, 5.190, -0.898], [-0.605, 0.080, 1.513], [0.079, -1.746, 2.422], [-1.171, -0.835, -0.433], [0.290, -2.512, 0.306], [2.762, -0.686, -1.441], [2.172, -1.186, -2.208], [-5.226, 0.852, -1.895], [1.997, 3.592, 2.715], [3.559, -0.265, 4.045], [-4.780, 4.048, 1.291], [-3.116, 0.519, 0.780], [0.987, 0.463, -2.964], [-3.373, -1.593, -1.016], [2.230, 0.917, 0.535], [-2.124, -0.282, 1.689], [3.667, 2.888, -4.916], [1.904, 2.786, -4.794], [-3.039, 2.290, 1.781], [0.055, -1.402, -2.144], [1.425, 2.258, 0.992], [-3.497, 2.791, -1.092], [2.966, 0.628, -3.602], [3.913, 2.124, -2.616], [-2.689, 0.655, -1.987], [0.861, -2.920, -1.877], [-1.135, 3.850, 0.373], [-0.723, -0.332, 4.465], [2.205, 2.646, 2.425], [0.913, -1.861, -1.635], [2.233, -5.866, -0.690]], "lowdin_charge": [-0.157, -0.168, -0.027, 0.012, -0.006, 0.114, 0.106, 0.092, 0.127, 0.048, 0.099, -0.137, 0.114, 0.123, 0.093, -0.160, 0.082, -0.108, -0.106, -0.961, -0.219, 0.058, -0.293, -0.040, -0.148, 0.032, 0.093, 0.109, -0.802, 0.077, -0.064, 0.096, 0.070, 0.091, 0.073, 0.131, -0.644, -0.071, 0.064, 0.889, 0.068, 0.131, -0.212, 0.114, 0.078, 0.124, 0.116, -0.139, 0.097, 0.771, -0.323, 0.015, 0.119, -0.229, -0.031, 0.046, 0.087, 0.527, 0.129, -0.316, 0.081, 0.072, 0.112, 0.099, -0.147, 0.101, 0.040, 0.923, 0.098, -0.291, 0.109, -0.211, -0.281, -0.391, 0.082, 0.077, 0.168, 0.102, 0.889, 0.111, -0.137, 0.120, -0.118, 0.097, -0.187, 0.098, -0.161, -0.159, -0.153]}

=====

[2]
{"formula": "C20H46AsN3RuSSi3", "method": "ωB97M-V/def2-TZVPD", "e_homo_ha": [-0.6195, -0.6234], "multiplicity": 2, "max_force_ev_per_a": 3.61, "orbital_gap_ev": [5.53, 6.28], "e_tot_ha": -4550.313502, "total_charge": 3, "e_lumo_ev": [-11.32, -10.68], "elements": ["C", "Ru", "H", "C", "H", "C", "As", "C", "Si", "H", "Si", "H", "H", "C", "N", "H", "H", "H", "H", "N", "H", "H", "C", "C", "H", "H", "H", "H", "C", "H", "H", "C", "H", "H", "H", "C", "C", "H", "C", "H", "H", "H", "C", "C", "S", "H", "H", "N", "H", "H", "H", "H", "H", "C", "H", "C", "H", "H", "H", "Si", "H", "H", "H", "H", "H", "H", "C", "C", "H", "H", "C", "H", "C", "H", "H"], "xyz": [[-2.209, 3.406, 0.902], [-0.465, 1.070, -0.068], [-0.138, -0.937, 4.210], [2.335, -2.893, 1.895], [1.423, 2.122, 2.150], [-1.495, 0.380, -2.909], [0.601, -1.039, -0.467], [-3.901, 3.385, -0.940], [1.051, -3.528, 0.638], [-3.041, -1.508, -0.456], [-1.246, -1.399, -2.257], [-2.461, 0.475, -3.401], [-2.139, 4.477, 0.781], [-1.109, 0.836, 3.471], [1.606, 2.215, 1.147], [1.165, 5.756, -1.458], [-4.542, 4.112, -0.440], [1.439, 1.352, -2.289], [2.525, 4.081, 1.326], [1.800, 3.573, 0.826], [4.040, -2.829, -2.205], [2.547, -3.662, 2.634], [-2.498, 0.667, 1.339], [-1.490, 2.784, 1.911], [4.117, -1.718, -3.544], [-0.735, 0.654, -3.639], [0.983, -4.746, -1.570], [2.041, 0.544, -3.738], [3.459, -2.106, -2.769], [2.653, -2.634, -3.270], [-2.753, -0.351, 1.612], [1.268, 4.116, -0.288], [2.248, 5.922, -0.126], [-0.131, -0.796, 2.433], [-3.885, 0.729, -0.312], [2.308, 0.856, -2.731], [-3.165, 1.290, 0.273], [4.742, -1.144, -0.086], [-2.190, 1.048, 4.545], [-1.838, 0.664, 5.498], [-0.560, -4.998, 1.817], [-0.879, 3.388, 2.571], [1.714, -4.596, -0.781], [4.093, -0.287, -0.255], [0.177, 3.260, -1.251], [3.095, 1.599, -2.830], [-4.533, 2.707, -1.506], [1.594, 5.348, -0.639], [-3.645, -2.016, -2.026], [-3.109, 0.530, 4.277], [1.985, -2.014, 2.435], [-0.221, 1.405, 3.772], [-0.497, -3.637, -3.086], [-1.646, 1.410, 2.186], [-1.479, 1.137, -2.098], [-3.070, 2.678, 0.067], [1.963, -5.582, -0.395], [3.278, -2.645, 1.413], [-2.672, -3.112, -1.082], [2.877, -0.649, -1.697], [-1.014, -2.614, -4.404], [-3.279, 3.954, -1.631], [4.749, 0.546, -0.495], [-1.612, -1.267, 3.317], [-2.416, 2.106, 4.661], [-1.374, -4.195, 0.502], [-0.652, -4.045, 1.301], [-0.725, -0.638, 3.347], [2.459, 1.685, 0.939], [2.619, -4.194, -1.223], [-2.788, -2.066, -1.356], [-1.068, -3.339, 2.015], [-0.454, -2.623, -3.473], [3.588, -0.077, 0.687], [0.579, -2.384, -3.712]], "lowdin_spin": [-0.003, 1.061, 0.000, 0.004, 0.000, -0.006, -0.097, 0.006, 0.000, 0.000, 0.006, 0.000, -0.001, -0.001, 0.003, -0.001, 0.002, 0.000, 0.000, 0.000, 0.000, 0.001, -0.004, 0.051, -0.001, 0.000, 0.000, 0.000, -0.004, 0.000, 0.000, -0.006, 0.000, -0.003, 0.000, 0.000, 0.025, 0.000, 0.000, 0.000, 0.000, 0.002, -0.004, 0.000, -0.062, 0.000, 0.000, -0.002, 0.001, 0.000, 0.000, 0.000, 0.000, 0.002, -0.003, 0.042, -0.001, 0.000, 0.000, -0.008, -0.001, 0.002, 0.000, 0.000, 0.000, 0.000, 0.001, -0.003, -0.001, 0.000, 0.004, 0.000, -0.004, 0.000, 0.000]}

=====

[3]
{"formula": "C41H90BeF4N8O9S4", "method": "ωB97M-V/def2-TZVPD", "e_homo_ha": -0.4747, "multiplicity": 1, "max_force_ev_per_a": 10.38, "orbital_gap_ev": 1.27, "e_tot_ha": -4736.423591, "total_charge": 4, "e_lumo_ev": -11.65, "elements": ["C", "C", "H", "H", "H", "N", "H", "N", "H", "H", "H", "H", "H", "H", "N", "C", "H", "H", "S", "H", "H", "H", "O", "H", "N", "H", "O", "O", "H", "N", "H", "H", "H", "S", "N", "O", "H", "C", "C", "H", "C", "C", "H", "H", "F", "C", "C", "H", "Be", "S", "H", "H", "O", "F", "H", "C", "C", "H", "O", "H", "H", "H", "C", "H", "C", "C", "H", "O", "N", "O", "C", "C", "H", "H", "C", "H", "H", "C", "H", "H", "H", "H", "H", "H", "H", "H", "C", "C", "O", "C", "H", "H", "H", "H", "H", "H", "H", "H", "H", "H", "H", "H", "C", "F", "H", "H", "C", "C", "H", "C", "S", "H", "H", "H", "H", "H", "C", "H", "H", "H", "N", "H", "H", "H", "H", "C", "H", "C", "C", "F", "H", "C", "C", "H", "H", "H", "H", "H", "C", "H", "H", "C", "H", "C", "C", "H", "C", "C", "C", "C", "H", "H", "H", "C", "H", "C", "H"], "xyz": [[3.953, -5.759, -3.480], [-3.771, 7.068, 8.223], [3.564, -6.518, -2.802], [-4.060, -4.136, 9.156], [2.602, 1.539, 0.057], [-3.220, 8.266, 8.671], [-4.788, -4.010, -4.957], [-2.762, 6.326, 7.630], [3.454, 3.071, -8.127], [8.062, -4.447, -0.006], [-4.720, -10.412, -4.362], [2.659, -6.591, -5.080], [0.624, 0.122, -0.786], [-6.504, -6.830, -4.150], [-0.473, 8.292, -3.939], [-3.962, 9.440, 9.236], [3.995, 1.014, -7.550], [-2.804, -6.377, -3.180], [5.894, 3.954, 7.278], [0.898, 4.692, -9.068], [-3.962, 10.235, 11.291], [4.381, -6.912, -5.288], [5.556, 2.510, 4.960], [6.184, -3.327, 0.557], [1.557, 2.691, -9.166], [-4.935, 9.497, 8.749], [3.415, 2.174, 6.245], [5.805, 2.861, 8.227], [4.833, -6.716, -1.095], [5.931, -5.055, -1.916], [-4.941, -2.792, 6.701], [-2.763, -2.723, 5.346], [3.372, -4.864, -3.259], [-1.152, 9.496, -5.082], [-2.431, -2.818, 8.713], [1.252, 10.093, -3.447], [-3.188, 8.808, 11.331], [-5.472, -4.366, -4.187], [-4.697, -8.226, -4.098], [3.708, 6.375, -11.292], [-1.877, 8.190, 8.372], [2.887, 4.705, -10.112], [-3.597, 10.443, 9.013], [-0.557, 2.008, -9.377], [-2.605, 9.173, -4.441], [-5.454, -6.892, -4.434], [-2.752, -3.168, 6.341], [0.480, 1.251, 1.559], [-3.047, 5.129, -2.419], [4.432, 3.059, 5.699], [-0.703, 6.648, 7.183], [-0.565, -3.914, 9.045], [1.564, 8.527, -5.349], [1.509, 7.824, -3.069], [-6.685, -2.876, -3.444], [-5.882, -3.495, -3.044], [-0.950, 0.349, 10.543], [-6.295, -9.712, -3.808], [-1.045, 10.926, -4.851], [2.703, 2.095, -10.865], [0.384, 1.316, -7.955], [-6.380, -4.640, -4.725], [2.527, 2.529, -7.937], [-0.148, 2.942, -7.896], [-5.396, -9.557, -4.404], [-3.910, -3.242, 8.549], [6.591, -6.867, -0.895], [7.164, 4.260, 6.622], [-4.809, -5.651, -3.640], [-0.271, 1.502, -1.793], [-1.632, -4.128, 9.109], [-0.808, -1.047, 9.818], [3.542, 3.974, -10.587], [2.003, 2.919, -7.065], [2.652, 0.511, -9.274], [-0.433, 2.486, 0.580], [1.177, 1.290, -10.785], [0.185, 2.175, -8.596], [-3.799, 4.663, 7.246], [-2.150, 4.535, 6.893], [5.863, -6.407, -3.662], [-0.181, -1.765, 10.347], [-2.565, -1.233, 7.295], [-6.290, -3.995, -0.970], [-4.278, -5.198, -1.661], [0.033, 0.819, 10.589], [-3.277, -5.670, -3.862], [1.421, 4.114, -9.830], [-1.318, 9.024, -6.430], [5.346, -3.727, -1.434], [5.152, -3.094, -2.299], [-2.633, -2.208, 10.694], [-0.364, -0.982, 8.825], [-5.416, -6.678, -5.502], [-1.353, 9.089, 8.662], [-5.502, -6.586, -1.824], [3.422, 4.979, -9.203], [3.841, -5.430, -5.677], [-2.907, -0.859, 9.597], [7.359, -3.872, -2.764], [-2.923, -4.722, -3.458], [-7.085, -5.100, -2.113], [2.018, 1.822, -0.818], [5.774, 5.224, 8.242], [4.386, -3.755, -0.918], [8.542, -3.103, -0.918], [-0.076, 1.458, 0.645], [-2.974, 5.246, 6.838], [-2.123, -4.048, 6.211], [2.012, 1.622, -10.167], [0.876, 8.861, -4.105], [-4.401, -8.082, -3.058], [1.952, 2.908, -0.880], [3.616, 0.130, -9.610], [-1.366, 0.205, 11.540], [2.132, 5.811, -11.725], [2.778, 5.999, -10.867], [-5.636, -9.719, -5.455], [2.402, 0.672, -7.066], [-4.810, 6.777, 8.182], [4.727, 4.489, 6.538], [-2.032, -4.916, 8.472], [1.899, -0.277, -9.257], [-1.856, -4.366, 10.148], [-3.160, 5.709, 5.869], [7.375, -4.629, -1.980], [-1.066, -2.066, 7.110], [-6.206, -4.477, -1.944], [-2.115, -2.224, 7.360], [3.657, 3.830, 4.482], [-1.011, 0.896, 0.643], [5.744, -6.185, -0.819], [7.691, -3.769, -0.774], [-4.427, -4.475, 6.918], [5.629, -4.609, -4.051], [6.364, -1.998, -0.695], [-3.025, -5.803, -4.914], [2.249, 6.828, -10.395], [-5.185, -5.586, -2.122], [0.787, 4.070, -10.716], [-4.483, -2.395, 8.925], [2.965, 1.101, -7.895], [5.640, -5.678, 0.141], [0.621, 1.211, -0.732], [-2.246, -1.698, 9.812], [2.539, 1.424, -1.689], [-4.127, -3.434, 7.037], [-4.038, 9.256, 10.817], [5.399, -5.455, -3.403], [6.392, -3.067, -0.480], [8.087, -5.412, -2.244], [-3.772, -8.243, -4.675], [-4.866, 8.623, 11.136], [3.658, -6.187, -4.915], [-5.047, -2.826, -2.835], [-1.569, 6.991, 7.730], [-1.780, 0.934, 10.148]], "lowdin_charge": [-0.265, 0.058, 0.111, 0.132, 0.084, -0.039, 0.136, -0.159, 0.124, 0.121, 0.084, 0.084, 0.155, 0.129, -0.198, -0.109, 0.124, 0.101, 0.409, 0.130, 0.079, 0.084, -0.281, 0.118, -0.218, 0.122, -0.307, -0.259, 0.085, -0.199, 0.119, 0.118, 0.110, 0.617, -0.232, -0.222, 0.075, -0.123, -0.224, 0.092, 0.017, -0.223, 0.127, 0.111, -0.234, -0.064, -0.135, 0.088, 0.399, 0.579, 0.148, 0.107, -0.253, -0.215, 0.135, -0.155, -0.068, 0.083, -0.231, 0.119, 0.095, 0.132, -0.094, 0.101, -0.080, -0.085, 0.112, -0.250, -0.217, -0.026, 0.074, -0.188, 0.103, 0.138, -0.119, 0.082, 0.131, 0.038, 0.112, 0.117, 0.142, 0.106, 0.142, 0.134, 0.126, 0.087, 0.017, -0.039, -0.262, -0.117, 0.126, 0.136, 0.095, 0.132, 0.145, 0.135, 0.105, 0.082, 0.112, 0.132, 0.099, 0.126, -0.043, -0.215, 0.130, 0.135, -0.035, -0.041, 0.111, -0.083, 0.358, 0.094, 0.095, 0.121, 0.080, 0.076, -0.103, 0.083, 0.107, 0.163, -0.229, 0.103, 0.112, 0.109, 0.127, -0.136, 0.131, -0.141, -0.140, -0.241, 0.071, 0.089, -0.163, 0.115, 0.139, 0.129, 0.113, 0.093, -0.082, 0.135, 0.129, -0.177, 0.105, -0.510, -0.097, 0.075, -0.126, -0.048, -0.085, -0.129, 0.150, 0.105, 0.075, -0.091, 0.123, 0.031, 0.066]}

=====

- Number 3 is which compound?
  C41H90BeF4N8O9S4

=====

- multiplicity of number 2 (C20H46AsN3RuSSi3)?
  2